The following is a quantum chemistry calculation of a 2-piece molecular cluster, C5H12NO2 overall, from the OMol25 dataset.

XYZ file:
```
20
Properties=species:S:1:pos:R:3:forces:R:3
C -1.206 2.626 1.296 0.19 -0.10 0.15
N -0.473 1.456 0.851 -0.37 0.09 0.04
C -1.247 0.222 0.938 0.75 0.14 -0.04
C 0.051 1.648 -0.490 -0.53 0.35 0.00
H -1.554 2.509 2.329 -0.02 0.00 0.00
H -2.092 2.863 0.677 0.02 -0.01 -0.04
H -0.545 3.503 1.287 -0.09 0.07 -0.06
H -0.540 -0.609 0.915 -0.08 -0.10 -0.02
H -1.782 0.219 1.888 -0.23 0.01 -0.12
H -1.896 0.074 0.062 -0.37 0.08 0.23
H 0.262 0.690 -0.954 0.41 -0.08 0.13
H 0.926 2.301 -0.448 0.14 -0.12 -0.10
H -0.702 2.156 -1.128 0.03 -0.02 0.03
O 1.869 -1.116 -0.444 0.19 -0.26 -0.23
C 1.143 -2.019 -0.919 -0.19 0.23 0.34
O -0.081 -1.958 -1.181 0.12 -0.19 -0.29
C 1.823 -3.392 -1.147 0.28 -0.17 0.32
H 1.073 -4.165 -1.321 0.09 -0.02 -0.20
H 2.564 -3.352 -1.951 -0.23 0.05 -0.19
H 2.407 -3.656 -0.259 -0.12 0.04 0.07
```
Positions in Å, forces in eV/Å.

Energy above the lowest of the compared OMol25 structures with the same formula, charge and spin in eV: 0.000
Highest occupied orbital energy (alpha / beta) in eV: 4.103 / -1.131
<S²>: 0.751
Total charge: -2
E_LUMO (alpha / beta) in eV: 6.255 / 6.219
Calculated total energy in Eh: -402.83239
Spin multiplicity: 2

Atomic partial charges in e from the Löwdin method, atoms 1 to 8:
1 C -0.581
2 N -0.324
3 C -0.176
4 C -0.175
5 H -0.045
6 H -0.023
7 H -0.034
8 H 0.054



The following is a quantum chemistry calculation of an isolated ion of composition C5H12NO2 and charge +1, from the OMol25 dataset.

XYZ file:
```
20
Properties=species:S:1:pos:R:3:forces:R:3
C -2.420 1.359 -0.993 0.47 2.17 0.01
O -1.039 0.948 -0.724 -0.58 -0.88 1.49
C -0.911 0.037 0.268 1.29 1.89 -1.46
O -1.685 -0.437 0.984 -1.61 -0.84 1.22
N 0.550 -0.405 0.346 1.38 2.52 -0.49
C 0.990 -1.059 1.605 0.38 -0.28 0.32
C 0.668 -1.330 -0.819 -0.49 2.06 -1.26
C 1.454 0.811 0.105 0.23 1.43 -2.19
H -2.431 1.683 -1.999 0.46 0.22 -1.22
H -2.814 2.268 -0.459 0.90 -1.26 0.34
H -3.056 0.545 -0.966 -1.29 -1.68 0.66
H 0.930 -2.122 1.614 0.06 -0.83 -0.81
H 1.969 -0.734 1.897 0.78 0.00 -0.65
H 0.460 -0.820 2.469 -1.76 1.08 0.98
H 1.666 -1.593 -0.964 1.60 -1.26 0.54
H -0.064 -2.064 -0.602 -0.28 -1.19 -0.49
H 0.523 -0.741 -1.762 -0.74 -0.50 0.92
H 2.452 0.584 -0.257 -0.17 -1.08 -0.33
H 1.037 1.570 -0.601 -0.05 -1.46 0.09
H 1.722 1.500 0.858 -0.60 -0.12 2.32
```
Positions in Å, forces in eV/Å.

Energy above the lowest of the compared OMol25 structures with the same formula, charge and spin in eV: 2.283
Highest occupied orbital energy in eV: -16.064
Total charge: +1
E_LUMO in eV: -2.746
Calculated total energy in Eh: -402.63794
SMILES string: COC(=O)[N+](C)(C)C

Atomic partial charges in e from the Löwdin method, atoms 1 to 8:
1 C 0.032
2 O -0.021
3 C -0.476
4 O 0.254
5 N -0.212
6 C 0.036
7 C 0.048
8 C 0.020